Entry 1:
This record from the Open Molecules 2025 dataset describes a structure of composition C22H37ClP2Ru in a non-equilibrium geometry. The level of theory is the ωB97M-V functional and the def2-TZVPD basis.

The geometry in ORCA input format:
```
! RIJCOSX wB97M-V def2-TZVPD def2/J DEFGRID3
* xyz 2 5
P 1.451 2.131 1.766
P -1.993 0.726 -2.189
C 0.374 2.936 0.399
C -0.769 2.349 -0.372
H 1.044 3.206 -0.441
H -0.007 3.832 0.928
H -0.762 1.225 -0.383
H -1.748 2.691 0.014
C -1.779 0.877 -3.976
H -2.122 -0.069 -4.418
H -0.721 1.052 -4.231
H -2.393 1.710 -4.342
C -3.765 0.677 -1.908
H -4.224 1.244 -2.720
H -3.975 1.174 -0.951
H -4.066 -0.376 -1.869
C 2.972 2.603 0.867
H 3.892 2.225 1.336
H 3.004 3.707 0.786
H 2.876 2.184 -0.149
C 1.246 3.173 3.246
H 0.187 3.200 3.536
H 1.579 4.200 3.039
H 1.835 2.795 4.094
Ru -0.244 3.781 -2.124
C -1.542 4.965 -3.019
C -0.656 4.336 -3.965
C 0.470 5.137 -4.587
C 1.464 5.706 -3.555
C 1.352 4.970 -2.235
C 0.473 5.396 -1.195
C -0.471 6.529 -1.291
C -1.432 6.379 -2.480
C 1.175 0.376 1.778
H -2.568 4.568 -3.005
H -1.070 3.539 -4.589
H 0.054 5.922 -5.237
H 1.011 4.437 -5.259
H 2.477 5.523 -3.934
H 1.332 6.793 -3.419
H 2.330 4.636 -1.890
H 0.889 5.217 -0.208
H 0.061 7.491 -1.285
H -1.046 6.532 -0.363
H -2.422 6.660 -2.097
H -1.200 7.063 -3.306
H 0.135 0.153 1.531
H 1.411 -0.072 2.762
H 1.816 -0.114 1.040
Cl -3.056 -0.710 0.773
C -1.858 -1.857 0.275
C -1.653 -2.893 1.180
C -0.502 -3.690 1.104
C 0.433 -3.424 0.115
C 0.189 -2.472 -0.852
C -0.979 -1.691 -0.817
C -1.202 -0.934 -2.079
H -2.400 -3.013 1.950
H -0.375 -4.480 1.840
H 1.355 -4.010 0.061
H 0.883 -2.297 -1.693
H -0.211 -0.733 -2.520
H -1.795 -1.490 -2.820
*
```

Output
Highest occupied orbital energy (spin up / spin down)   -12.45 / -14.35 eV
HOMO-LUMO gap (spin up / spin down)   6.7 / 6.4 eV
Energy   -57074.8585 eV
LUMO (spin up / spin down)   -5.798 / -7.967 eV
Energy relative to the best compared isomer or geometry (same formula, charge and spin)   0.00 kJ/mol

Entry 2:
This record from the Open Molecules 2025 dataset describes a cluster of 2 separate species, C5H9NO in total in a non-equilibrium geometry. The level of theory is the ωB97M-V functional and the def2-TZVPD basis.

The geometry in ORCA input format:
```
! RIJCOSX wB97M-V def2-TZVPD def2/J DEFGRID3
* xyz 0 1
C 1.014 0.686 0.234
C -0.045 -0.249 0.869
C 0.396 -1.331 -0.146
C 0.906 -0.180 -1.039
O -2.002 1.142 -1.399
C -0.001 -0.540 2.299
N 0.023 -0.777 3.433
H -1.844 1.984 -0.955
H 1.986 0.558 0.722
H 0.778 1.753 0.178
H -1.044 0.108 0.601
H 1.224 -1.923 0.255
H -0.378 -1.998 -0.533
H 0.100 0.183 -1.681
H 1.810 -0.346 -1.628
H -2.923 0.930 -1.209
*
```

Output
Highest occupied orbital energy   -11.04 eV
HOMO-LUMO gap   11.5 eV
Energy   -8867.5265 eV
Structure (SMILES)   N#CC1CCC1.O
LUMO   0.428 eV
Energy relative to the best compared isomer or geometry (same formula, charge and spin)   162.68 kJ/mol

- Among the records above, which one has the highest energy relative to the best compared isomer or geometry (same formula, charge and spin)?
  C5H9NO

- Number 1 is which compound?
  C22H37ClP2Ru

- Look up the energy of the first one.
  -57074.8585 eV

Copy entry 2 word for word.
This record from the Open Molecules 2025 dataset describes a cluster of 2 separate species, C5H9NO in total in a non-equilibrium geometry. The level of theory is the ωB97M-V functional and the def2-TZVPD basis.

The geometry in ORCA input format:
```
! RIJCOSX wB97M-V def2-TZVPD def2/J DEFGRID3
* xyz 0 1
C 1.014 0.686 0.234
C -0.045 -0.249 0.869
C 0.396 -1.331 -0.146
C 0.906 -0.180 -1.039
O -2.002 1.142 -1.399
C -0.001 -0.540 2.299
N 0.023 -0.777 3.433
H -1.844 1.984 -0.955
H 1.986 0.558 0.722
H 0.778 1.753 0.178
H -1.044 0.108 0.601
H 1.224 -1.923 0.255
H -0.378 -1.998 -0.533
H 0.100 0.183 -1.681
H 1.810 -0.346 -1.628
H -2.923 0.930 -1.209
*
```

Output
Highest occupied orbital energy   -11.04 eV
HOMO-LUMO gap   11.5 eV
Energy   -8867.5265 eV
Structure (SMILES)   N#CC1CCC1.O
LUMO   0.428 eV
Energy relative to the best compared isomer or geometry (same formula, charge and spin)   162.68 kJ/mol